C17H27NO2 | ωB97M-V/def2-TZVPD

Each line ends with the Mulliken charge.
Element x y z (Å)
C: 7.766 0.373 0.640  -1.2816
C: 6.511 0.479 -0.218  -0.3226
C: 5.281 -0.045 0.518  -0.5339
C: 4.020 0.056 -0.333  -0.5265
O: 2.934 -0.446 0.417  -0.3710
C: 1.751 -0.650 -0.315  -0.3291
C: 1.019 0.647 -0.684  -0.4041
C: -0.357 0.356 -1.282  -1.0500
N: -1.230 -0.300 -0.339  0.1474
C: -1.754 -1.527 -0.553  0.4225
O: -1.500 -2.190 -1.537  -0.6846
C: -2.721 -1.984 0.526  -0.9877
C: -4.139 -1.485 0.187  0.1462
C: -5.155 -2.021 1.197  -1.6479
C: -4.158 0.022 0.119  0.3121
C: -3.969 0.799 1.258  -0.0211
C: -3.948 2.181 1.177  -0.7466
C: -4.112 2.809 -0.046  -0.4306
C: -4.301 2.046 -1.185  -0.6810
C: -4.323 0.665 -1.101  -0.2596
H: 8.631 0.751 0.101  0.3770
H: 7.651 0.950 1.555  0.3186
H: 7.955 -0.663 0.911  0.3187
H: 6.348 1.523 -0.497  0.3329
H: 6.651 -0.091 -1.139  0.3286
H: 5.124 0.523 1.436  0.2849
H: 5.429 -1.089 0.796  0.3054
H: 4.138 -0.531 -1.258  0.2816
H: 3.846 1.104 -0.617  0.2411
H: 1.114 -1.253 0.337  0.1684
H: 1.958 -1.227 -1.229  0.3021
H: 1.603 1.212 -1.411  0.3864
H: 0.912 1.257 0.216  0.2856
H: -0.821 1.292 -1.615  0.3322
H: -0.264 -0.319 -2.136  0.4136
H: -1.502 0.223 0.479  0.2433
H: -2.412 -1.611 1.503  0.2323
H: -2.722 -3.074 0.544  0.5247
H: -4.397 -1.876 -0.802  0.5444
H: -4.896 -1.725 2.210  0.2886
H: -5.186 -3.108 1.157  0.4527
H: -6.147 -1.638 0.969  0.4027
H: -3.837 0.325 2.220  0.3079
H: -3.802 2.768 2.072  0.3962
H: -4.093 3.887 -0.109  0.4107
H: -4.430 2.528 -2.143  0.3922
H: -4.465 0.076 -1.995  0.3769

Atomic forces in eV per Å
-0.1 0.1 -0.2
-0.1 -0.1 0.3
-0.2 0.1 -0.4
0.2 0.0 0.1
0.2 0.0 0.1
-0.3 0.1 -0.1
0.1 -0.4 0.0
0.2 0.1 -0.2
0.3 0.2 0.1
0.0 0.1 0.6
0.0 -0.4 -0.4
-0.1 -0.1 -0.4
0.0 -0.1 0.2
0.1 0.0 -0.2
-0.2 0.0 -0.1
-0.1 -0.1 0.0
0.1 0.1 0.1
0.0 0.1 0.0
0.0 0.1 -0.1
0.0 0.0 0.1
0.1 0.0 0.0
0.0 0.0 0.1
0.1 -0.1 0.1
0.0 0.0 -0.1
0.0 0.0 -0.1
0.0 0.0 0.1
0.0 0.0 0.1
0.0 0.1 0.0
0.0 -0.1 0.0
0.0 0.0 -0.2
0.0 0.0 0.1
0.0 0.1 0.0
0.0 0.1 0.0
0.0 -0.1 -0.1
-0.1 0.1 0.0
-0.1 -0.1 0.0
0.0 0.0 0.1
0.1 0.0 0.0
0.0 0.1 0.0
0.0 0.0 0.1
0.0 -0.1 0.0
-0.1 0.0 0.0
0.0 -0.1 0.1
0.0 0.0 0.1
0.0 0.1 0.0
0.0 0.0 -0.1
0.0 -0.1 -0.1

Relative energy (zero: lowest compared OMol25 entry of this formula, charge and spin) in kJ/mol: 30.0
Total energy in eV: -23652.900
Frontier orbital gap in eV: 9.9
SMILES: CCCCOCCCNC(=O)C[C@@H](C)c1ccccc1
Total charge: 0